Version a
DFT (ωB97M-V with the def2-TZVPD basis set) results for a structure of composition C3H4S2.

```
9
Properties=species:S:1:pos:R:3
S -0.4887 1.8361 0.6928
S -1.7960 0.5058 0.1279
C 0.6406 -0.5949 -0.6190
C -0.4422 -1.0230 -1.0721
C 1.4003 0.1027 0.2894
H 2.0942 0.8209 -0.2480
H 1.6898 -0.2578 1.2759
H -0.9846 -1.3890 -1.9380
H -2.1133 -0.0008 1.4912
```

Results
**2S+1**: 1

Version b
DFT (ωB97M-V with the def2-TZVPD basis set) results for a structure of composition C3H4S2.

```
9
Properties=species:S:1:pos:R:3
S -0.1916 -1.3876 0.0450
S 1.5523 0.8445 -0.0213
C 1.5697 -1.0486 -0.0882
C -0.7082 0.2436 -0.1125
C -1.7038 1.0854 -0.0451
H -1.7246 2.1927 0.3096
H -2.7768 0.9579 -0.1908
H 1.8607 -1.3207 0.9124
H 2.1221 -1.5671 -0.8091
```

Results
**2S+1**: 1

Version c
DFT (ωB97M-V with the def2-TZVPD basis set) results for an isolated molecule of C3H4S2.

```
9
Properties=species:S:1:pos:R:3
S -1.5217 -0.9842 -0.0181
S 2.8849 -0.4437 0.0374
C 1.2874 -0.3649 -0.1980
C 0.0528 -0.0433 0.5885
C -1.0755 0.7119 -0.1014
H -0.8677 0.9412 -1.1916
H -1.8173 1.3447 0.3253
H -0.0219 -0.3987 1.6558
H 1.0789 -0.7630 -1.0977
```

Results
**2S+1**: 1
**SMILES**: S=C[C@H]1CS1

Version d
DFT (ωB97M-V with the def2-TZVPD basis set) results for an isolated molecule of C3H4S2.

```
9
Properties=species:S:1:pos:R:3
S 0.8714 0.5647 1.0684
S 0.2911 -2.0824 0.0034
C 1.0531 -1.0712 0.9314
C -0.6794 0.5703 -1.0554
C -0.6272 1.0519 0.1848
H 1.8535 -1.3143 1.5101
H -1.4111 1.7238 0.7285
H 0.1219 -0.0191 -1.6115
H -1.4733 0.5762 -1.7597
```

Results
**2S+1**: 1
**SMILES**: C=CSC=S

The data favor version d; the next most stable structure lies 4.1 kcal/mol above it.

Version a
DFT (ωB97M-V with the def2-TZVPD basis set) results for a structure of composition C3H5NO2.

```
11
Properties=species:S:1:pos:R:3
O -1.3317 0.4182 -0.0318
O 2.5480 -0.2991 -0.8806
N 1.8793 0.7930 -0.4330
C -0.3675 -0.5070 -0.4489
C -0.4917 1.4448 0.0590
C 0.6297 0.5662 -0.3217
H -0.3852 -1.4629 0.0667
H -2.5377 -1.3247 1.5312
H -2.5930 -2.0647 1.5770
H -0.8207 2.4445 -0.2068
H 3.4706 -0.0083 -0.9110
```

Results
**2S+1**: 1

Version b
DFT (ωB97M-V with the def2-TZVPD basis set) results for an isolated molecule of C3H5NO2.

```
11
Properties=species:S:1:pos:R:3
O 1.0752 1.4545 2.0789
O 1.7180 0.6664 0.0526
N -0.3342 -0.3813 -1.4471
C -0.7914 -0.6104 -0.1663
C 0.8724 0.7572 1.0991
C -0.3150 -0.1088 0.9796
H -0.9684 -0.7674 -2.1519
H -1.6393 -1.2954 -0.1329
H -0.7975 -0.3333 1.9250
H -0.2234 0.6212 -1.6390
H 1.4036 -0.0028 -0.5980
```

Results
**2S+1**: 1
**SMILES**: N/C=C\C(=O)O

Version c
DFT (ωB97M-V with the def2-TZVPD basis set) results for an isolated molecule of C3H5NO2.

```
11
Properties=species:S:1:pos:R:3
O -0.1261 -0.5100 -1.9186
O -2.1972 0.1665 0.4106
N -0.0357 0.7461 1.2335
C -0.9903 0.0879 0.4774
C 0.0722 -0.7099 -0.1978
C 1.0887 0.2340 0.4472
H -0.0497 -1.4508 -1.4396
H -0.0743 1.0593 2.1927
H -1.0844 -0.3426 -2.0173
H 1.5279 0.9834 -0.2162
H 1.8689 -0.2639 1.0281
```

Results
**2S+1**: 1

Version d
DFT (ωB97M-V with the def2-TZVPD basis set) results for a structure of composition C3H5NO2.

```
11
Properties=species:S:1:pos:R:3
O -0.4219 -1.3309 -0.0739
O -1.7366 0.3475 -1.1689
N 0.0523 0.4530 -1.4511
C 1.2052 0.4213 0.8556
C 0.1787 -0.0544 -0.1278
C -1.3153 -0.2371 -0.0167
H 1.4177 1.4817 0.6884
H 0.8007 0.2943 1.8648
H -2.0278 -0.3322 0.8041
H 0.0182 -0.3280 -2.1094
H 2.1442 -0.1359 0.7927
```

Results
**2S+1**: 1

The data favor version b; the next most stable structure lies 92.9 kcal/mol above it.

Version a
DFT (ωB97M-V with the def2-TZVPD basis set) results for a cluster of 2 separate species, C3H5NO2 in total.

```
11
Properties=species:S:1:pos:R:3
O 1.4381 0.3426 2.4190
O 0.1697 1.2307 -1.9892
N 0.5069 -0.6888 -0.1167
C -0.6531 0.1548 -0.0118
C 1.9777 -0.5498 1.9582
C -0.6483 1.2013 -1.1010
H -1.6278 -0.3612 -0.0909
H 0.4127 -1.6103 0.2845
H -1.4681 1.9484 -1.0561
H -0.6682 0.6869 0.9568
H 0.8813 -0.7177 -1.0557
```

Results
**2S+1**: 1

Version b
DFT (ωB97M-V with the def2-TZVPD basis set) results for an isolated molecule of C3H5NO2.

```
11
Properties=species:S:1:pos:R:3
O -0.7355 1.5173 -0.5760
O 2.2052 -0.6421 -0.6313
N -1.8466 -0.3057 0.2222
C 0.5321 -0.1829 0.4512
C 1.7484 0.4652 -0.4489
C -0.7308 0.4365 -0.0147
H -1.7976 -1.2831 0.4616
H 0.3985 -1.3136 0.3962
H 2.1427 1.2327 -1.2318
H 0.8059 0.0150 1.4796
H -2.7223 0.0606 -0.1080
```

Results
**2S+1**: 1
**SMILES**: NC(=O)CC=O

Version c
DFT (ωB97M-V with the def2-TZVPD basis set) results for an isolated molecule of C3H5NO2.

```
11
Properties=species:S:1:pos:R:3
O 1.6300 1.0946 0.6131
O -1.3534 0.0510 -0.4812
N -0.2800 0.8629 -0.5214
C 0.7857 0.3513 0.1394
C -1.0437 -1.0959 0.3206
C 0.4725 -1.0707 -0.0948
H -1.1605 -0.9304 1.4958
H -0.4268 1.7908 -0.3227
H 1.2706 -1.7906 0.4936
H -1.6705 -1.8901 -0.0665
H 0.4473 -1.4934 -1.1972
```

Results
**2S+1**: 1
**SMILES**: O=C1CCON1

Version d
DFT (ωB97M-V with the def2-TZVPD basis set) results for a cluster of 2 separate species, C3H5NO2 in total.

```
11
Properties=species:S:1:pos:R:3
O -0.6441 1.5120 -0.3175
O 1.6792 0.4253 0.2517
N -2.7933 -1.1320 -0.5135
C 0.7610 -0.3759 -0.4482
C -1.8329 -0.5035 -0.3696
C -0.6013 0.3018 -0.3098
H -0.2200 0.0082 1.6095
H 0.5239 0.1933 1.5638
H 0.9979 -0.3498 -1.5169
H 1.3267 1.3281 0.1297
H 0.8028 -1.4075 -0.0791
```

Results
**2S+1**: 1
**SMILES**: N#CC(=O)CO.[H][H]

The data favor version a; the next most stable structure lies 32.3 kcal/mol above it.

Version a
DFT (ωB97M-V with the def2-TZVPD basis set) results for a cluster of 2 separate species, C3H5NO2 in total.

```
11
Properties=species:S:1:pos:R:3
O 0.1681 1.8506 -0.8586
O 2.2776 -2.0630 0.4555
N -0.5588 -1.3664 0.4738
C -0.6658 -0.3620 -0.3059
C -0.1897 0.9411 0.1249
C 1.7399 -1.0839 0.2370
H -1.0685 -2.1705 0.1326
H 0.4616 2.6699 -0.4367
H -1.1805 -0.2871 -1.2707
H -1.3629 0.8487 0.3930
H 0.3790 1.0225 1.0552
```

Results
**2S+1**: 1

Version b
DFT (ωB97M-V with the def2-TZVPD basis set) results for an isolated molecule of C3H5NO2.

```
11
Properties=species:S:1:pos:R:3
O 1.3369 -1.0848 -0.8546
O 0.0667 0.4529 0.9902
N 0.9999 0.9677 0.1043
C -1.1054 0.2010 0.2918
C -1.6832 -0.9805 0.3847
C 1.6562 0.0613 -0.6962
H -1.4506 1.0354 -0.3106
H 2.4787 0.5635 -1.2413
H -1.2013 -1.7646 0.9547
H 1.5094 1.7359 0.5151
H -2.6073 -1.1879 -0.1381
```

Results
**2S+1**: 1
**SMILES**: C=CONC=O

Version c
DFT (ωB97M-V with the def2-TZVPD basis set) results for an isolated molecule of C3H5NO2.

```
11
Properties=species:S:1:pos:R:3
O -0.2682 1.2269 -0.2619
O -0.5914 -0.9691 -1.0956
N 1.4698 0.4745 1.0494
C 1.0528 0.9697 -0.0315
C -1.1216 0.1430 -0.4442
C -1.0270 -1.1238 0.2696
H -0.2319 -1.2547 0.9985
H 2.4859 0.3993 1.0141
H -1.9128 -1.7457 0.3874
H -2.0710 0.5239 -0.8138
H 1.6683 1.2933 -0.8731
```

Results
**2S+1**: 1
**SMILES**: [H]/N=C/O[C@@H]1CO1

The data favor version c; the next most stable structure lies 12.2 kcal/mol above it.

Version a
DFT (ωB97M-V with the def2-TZVPD basis set) results for the ion C4H6NOS with charge +1.

```
13
Properties=species:S:1:pos:R:3
S 2.4874 0.3317 -0.0023
O -0.8673 -1.6615 0.0158
N -0.0024 0.4343 0.0380
C 1.6544 -1.1667 -0.0026
C 0.9986 1.2529 -0.0124
C -1.4404 0.9302 -0.0144
C 0.1361 -0.8713 -0.0358
H -0.7923 -2.6018 -0.0033
H -1.8057 0.5608 -0.9842
H -1.3698 2.0873 0.0691
H 2.0693 -2.1507 0.0665
H 0.9698 2.3896 0.0262
H -2.0378 0.4652 0.8394
```

Results
**Total charge**: +1
**2S+1**: 1

Version b
DFT (ωB97M-V with the def2-TZVPD basis set) results for the ion C4H6NOS with charge +1.

```
13
Properties=species:S:1:pos:R:3
S 2.6310 0.2294 -0.1803
O 0.3987 -1.9995 0.3270
N 0.1454 1.2694 0.2157
C 0.0023 -0.9250 -0.4818
C -1.2844 0.9275 0.0672
C 0.9608 0.2668 -0.1583
C -1.4072 -0.3663 -0.2255
H 2.8612 1.3967 0.6441
H -0.2872 -2.4101 0.8442
H -2.3125 -1.0480 -0.3299
H 0.4811 2.1098 0.6567
H -2.1222 1.5582 0.2401
H -0.0669 -1.0089 -1.6193
```

Results
**Total charge**: +1
**2S+1**: 1

The data favor version a; the next most stable structure lies 9.3 kcal/mol above it.